Computed, not measured: 5 unconnected molecules or ions with the total composition C9H28O5 in a non-equilibrium geometry, with the ωB97M-V functional and the def2-TZVPD basis.

Geometry (Å):
C: -2.80 -3.56 -3.10
C: -2.13 -2.42 -2.30
C: -1.90 -1.15 -3.15
O: -2.99 -1.99 -1.27
H: -2.85 -4.49 -2.52
H: -2.18 -3.73 -3.98
H: -3.81 -3.29 -3.41
H: -1.23 -2.91 -1.93
H: -2.82 -0.70 -3.49
H: -1.44 -1.47 -4.08
H: -1.21 -0.40 -2.76
H: -2.75 -1.08 -1.08
C: 0.15 -1.65 1.64
C: 1.45 -2.02 0.94
C: 1.31 -2.58 -0.49
O: 2.30 -0.88 0.80
H: -0.46 -0.88 1.16
H: 0.47 -1.24 2.60
H: -0.55 -2.47 1.75
H: 2.02 -2.66 1.61
H: 2.30 -2.76 -0.92
H: 0.68 -1.92 -1.09
H: 0.95 -3.61 -0.44
H: 1.82 -0.15 0.43
C: 2.81 3.22 1.27
C: 1.52 3.64 1.96
C: 1.16 2.62 2.99
O: 1.49 4.85 2.68
H: 2.75 2.20 0.90
H: 3.65 3.26 1.96
H: 3.08 3.85 0.41
H: 0.74 3.84 1.23
H: 0.20 2.84 3.47
H: 1.76 2.64 3.90
H: 1.11 1.72 2.37
H: 0.88 4.78 3.41
O: 0.43 0.84 -0.62
H: -0.36 1.34 -0.43
H: 0.96 1.41 -1.17
O: -1.90 2.10 0.08
H: -2.37 1.95 0.90
H: -2.22 2.95 -0.22

The calculation puts the LUMO energy at -0.0018 Ha. As for the energy relative to the best compared isomer or geometry (same formula, charge and spin): 22.6 kcal/mol. For the HOMO-LUMO gap, the calculation gives 9.514 eV. The SMILES is CC(C)O.CC(C)O.CC(C)O.O.O. Its net charge is 0.